1.
Here is a cluster of 11 separate species, C22H49ClF3N12O21 in total from the Open Molecules 2025 dataset. Energies are from ωB97M-V/def2-TZVPD.

Geometry (Å):
C 2.9125 -1.6831 3.3466
C 3.1308 -1.8160 2.0043
C 2.6334 -0.8953 0.8922
C 2.5099 -1.7522 -0.3511
C 3.1078 -1.5457 -1.5198
N 3.7396 0.0754 0.6397
C 3.9375 0.9940 1.7882
C 2.6219 1.7197 1.9711
N 1.5032 0.8196 2.2981
C 0.3857 1.6524 2.6237
F 0.6466 2.2350 3.8200
F -0.7589 0.9830 2.7512
F 0.1768 2.6726 1.7618
C 1.2912 -0.1675 1.2486
Cl 0.7443 0.6107 -0.3357
C 0.2808 -1.2900 1.6044
C -1.0831 -1.2385 0.8940
C -2.0420 -2.2117 1.5958
O -1.6525 -3.5690 1.4649
H 3.7822 -1.5865 3.9946
H 1.9551 -1.7600 3.8491
H 3.7043 -2.6771 1.6602
H 1.9068 -2.6442 -0.2481
H 3.9220 -0.8513 -1.6939
H 2.7242 -2.0964 -2.3663
H 3.5277 0.6595 -0.1738
H 4.5941 -0.4281 0.3841
H 4.6773 1.7392 1.4982
H 4.3015 0.5059 2.6814
H 2.7882 2.4861 2.7210
H 2.4450 2.2477 1.0287
H 0.6748 -2.2838 1.4237
H 0.0499 -1.1967 2.6646
H -1.5517 -0.2669 0.9773
H -0.9916 -1.6064 -0.1252
H -3.0378 -2.0319 1.2002
H -2.0877 -1.8971 2.6461
H -1.0132 -3.7382 2.1604
C -5.2630 1.2310 1.1226
N -4.9478 0.1875 0.1102
O -5.7938 -0.0862 -0.7040
O -3.8430 -0.3339 0.1617
H -6.2701 1.5872 0.9434
H -5.1833 0.7703 2.1026
H -4.5400 2.0337 1.0081
C -2.4470 2.1327 -1.9759
N -3.4705 3.1501 -2.3406
O -4.0886 2.9861 -3.3678
O -3.6111 4.0762 -1.5707
H -2.4288 1.3681 -2.7437
H -1.4913 2.6443 -1.9098
H -2.7297 1.7115 -1.0151
C -9.4059 -1.1061 -0.6544
N -9.3775 -0.1106 0.4512
O -10.0417 0.8948 0.3276
O -8.6809 -0.3719 1.4124
H -10.0614 -0.7427 -1.4348
H -8.3889 -1.2127 -1.0191
H -9.7724 -2.0411 -0.2397
C 6.1551 2.8815 -1.9086
N 5.8690 1.6396 -1.1402
O 6.2131 1.5715 0.0244
O 5.2887 0.7312 -1.7142
H 6.6673 3.5797 -1.2658
H 6.7777 2.5998 -2.7530
H 5.2038 3.2815 -2.2444
C 6.2188 7.1492 -0.4037
N 6.4819 6.0643 -1.3880
O 5.5947 5.7667 -2.1627
O 7.5775 5.5412 -1.3540
H 5.2106 7.5143 -0.5575
H 6.3382 6.7244 0.5885
H 6.9507 7.9314 -0.5800
C -3.6273 -5.7052 0.6910
N -4.9463 -6.3657 0.8941
O -5.9427 -5.7213 0.6463
O -4.9288 -7.5076 1.2973
H -3.7961 -4.6982 0.3334
H -3.1161 -5.6969 1.6458
H -3.0792 -6.2922 -0.0397
C 7.9734 -1.9434 -2.4589
N 7.0850 -3.1236 -2.2832
O 6.0326 -2.9681 -1.6904
O 7.4716 -4.1715 -2.7426
H 7.4975 -1.0860 -1.9983
H 8.9195 -2.1743 -1.9788
H 8.1067 -1.7938 -3.5261
C 5.5872 -6.1190 -1.3642
N 5.0151 -7.0450 -0.3486
O 4.3212 -7.9571 -0.7362
O 5.2852 -6.8113 0.8125
H 5.2647 -6.4421 -2.3468
H 5.2216 -5.1247 -1.1407
H 6.6668 -6.1636 -1.2763
C -2.0135 5.2266 2.8709
N -3.4820 5.0265 2.7404
O -4.2085 5.8460 3.2452
O -3.8483 4.0428 2.1274
H -1.8411 6.1351 3.4351
H -1.6119 4.3608 3.3885
H -1.6068 5.3033 1.8670
C -8.5028 1.6144 -3.9138
N -9.7928 0.8956 -3.7300
O -10.8115 1.4777 -4.0111
O -9.7280 -0.2425 -3.3015
H -8.7147 2.6055 -4.2955
H -8.0164 1.6628 -2.9438
H -7.9079 1.0407 -4.6177

Atomic forces in eV per Å
0.393 -0.341 -0.392
-0.379 0.493 0.636
-0.957 -2.203 -0.036
0.028 0.286 -0.406
-0.272 -0.062 0.302
0.441 0.181 0.665
-0.175 0.948 0.053
0.812 0.042 -0.167
-0.124 0.502 -0.931
-0.298 0.294 1.090
-0.086 -0.148 -0.422
0.396 0.143 -0.167
-0.004 -0.346 0.134
0.158 -1.008 -0.671
0.256 0.485 0.124
-1.141 0.741 0.045
-0.080 -1.103 0.600
0.218 0.964 0.239
-0.009 0.201 0.054
0.026 -1.921 0.311
-0.295 1.863 -0.182
1.619 1.006 0.007
-0.520 0.269 0.007
-0.465 0.116 -0.131
0.549 -0.406 -0.070
-0.294 -0.255 -0.181
0.044 -0.058 0.108
-0.044 -0.188 0.031
-0.118 -0.460 -0.100
-0.374 -0.116 0.312
-0.321 0.081 0.012
0.437 0.080 0.044
0.315 -0.101 0.137
0.094 0.162 -0.418
-0.013 0.460 -0.265
0.049 -0.578 -0.168
-0.071 -0.289 0.153
0.030 -0.269 0.034
-0.128 0.119 0.004
-0.206 0.050 0.101
-0.041 -0.060 -0.193
-0.067 0.262 -0.065
-0.025 -0.066 -0.021
0.087 -0.001 -0.004
0.066 -0.039 0.067
0.067 -0.191 -0.098
0.057 -0.066 0.007
-0.077 0.000 -0.070
-0.008 0.073 0.083
-0.065 0.018 -0.026
-0.029 0.047 0.099
0.068 0.052 0.040
-0.247 -0.090 0.075
0.007 -0.168 -0.098
0.021 0.129 -0.002
0.130 0.062 0.088
0.025 -0.042 0.306
0.025 -0.057 0.071
0.143 -0.016 0.090
-0.022 -0.118 0.067
0.211 0.033 -0.109
0.085 0.077 -0.172
0.108 0.258 -0.046
0.116 -0.137 0.100
-0.079 -0.001 -0.063
-0.005 -0.097 -0.116
-0.165 0.120 -0.016
0.004 0.316 -0.004
0.006 -0.045 0.048
-0.013 0.011 0.033
-0.004 -0.033 -0.061
0.124 0.011 -0.009
0.075 -0.054 0.053
-0.061 0.092 -0.103
0.067 0.057 -0.064
-0.089 0.039 -0.006
-0.001 -0.095 0.044
-0.065 0.003 0.019
0.027 -0.077 -0.004
0.029 -0.074 0.078
-0.033 0.179 0.065
0.106 -0.003 -0.021
-0.082 0.222 0.054
0.006 -0.003 -0.062
-0.058 -0.034 0.015
0.031 -0.061 -0.085
0.073 -0.081 -0.005
-0.094 -0.208 -0.120
0.024 0.032 -0.115
-0.066 -0.065 0.015
-0.008 0.057 0.109
-0.010 -0.053 0.016
0.086 0.033 0.069
0.004 0.062 0.081
0.106 0.130 0.057
0.017 0.057 0.002
-0.092 0.064 0.046
0.051 -0.157 -0.034
-0.063 0.010 0.009
-0.005 -0.050 -0.069
-0.013 -0.098 -0.016
0.033 0.156 -0.048
0.061 0.057 -0.064
-0.115 0.023 -0.006
0.064 0.132 -0.479
-0.062 -0.007 0.005
0.032 -0.091 -0.010
0.029 -0.066 0.076

The electronic energy is -105124.8791 eV. As for the LUMO energy: -3.89 eV. Its orbital gap is 8.089 eV. As for the total charge: +1. As for the molecular weight: 910.1 g mol⁻¹. Its max |F| is 2.4 eV/Å.

2.
Here is a structure of composition H12O6 from the Open Molecules 2025 dataset. Energies are from ωB97M-V/def2-TZVPD.

Geometry (Å):
O 0.3382 -0.3270 0.4605
H 0.8555 -0.2321 -0.3393
H -0.3447 0.3395 0.3850
O -0.7566 2.3324 1.4211
H -0.4809 2.1800 0.5172
H -1.3896 1.6369 1.5994
O 1.6096 -2.1871 0.9919
H 1.4110 -1.2873 1.2511
H 0.7588 -2.5672 0.7732
O 1.9595 0.6413 -1.5683
H 2.1087 1.5800 -1.4554
H 2.8367 0.2669 -1.6495
O -1.1776 0.9713 -0.2155
H -1.1057 0.6291 -1.1066
H -2.1189 0.9977 -0.0438
O -1.3815 -1.5853 -0.7049
H -2.2721 -1.7706 -0.4070
H -0.8504 -1.6186 0.0908

Atomic forces in eV per Å
2.946 -1.401 1.879
0.555 -0.099 -0.224
0.750 -0.602 1.145
0.399 1.905 2.164
0.032 0.575 0.554
0.249 0.279 0.477
1.445 -1.903 0.431
-0.283 0.214 0.020
0.101 -0.017 0.009
-0.164 0.039 -0.301
0.019 0.284 0.088
0.231 -0.269 -0.003
-4.790 2.199 -4.822
-0.054 -0.711 -0.500
-0.466 0.219 -0.104
-1.239 -0.851 -0.891
-0.352 -0.326 -0.152
0.620 0.466 0.230

The electronic energy is -12476.8004 eV. As for the LUMO energy: -0.01 eV. Its orbital gap is 10.008 eV. As for the molecular weight: 108.1 g mol⁻¹. Its max |F| is 7.1 eV/Å.